1.
The following is a quantum chemistry calculation of a molecular structure, C26H54HgO14S6 at a distorted geometry, from the Open Molecules 2025 dataset.

CARTESIAN COORDINATES (ANGSTROEM)
1 H 4.83 0.08 -4.60
2 H -0.45 3.53 -2.11
3 C -3.99 -3.42 -1.56
4 C 1.10 -4.07 1.98
5 H -1.43 1.20 -3.29
6 H -1.01 -3.54 -3.20
7 O -2.07 2.95 2.85
8 C 0.53 2.12 3.99
9 S 2.50 -2.94 1.48
10 C -3.15 -3.21 -0.28
11 C -3.22 -3.82 -2.82
12 H 3.95 -2.03 -3.52
13 H -1.79 -0.63 4.04
14 H 2.15 0.50 6.47
15 H -3.41 0.62 0.54
16 H 0.56 3.86 -3.50
17 C 3.67 -1.07 -3.10
18 H -4.35 2.81 -0.81
19 H -1.87 -2.29 3.69
20 H 3.52 0.46 4.54
21 S 1.79 3.08 -1.43
22 Hg 0.06 -0.32 0.18
23 O -1.56 0.28 -1.47
24 O 1.30 -2.54 -3.17
25 H -3.10 -2.16 0.02
26 H 3.85 1.00 -3.49
27 H 1.30 -4.94 -0.51
28 H 0.77 -3.87 3.01
29 C 2.46 0.30 4.37
30 H -0.34 1.47 3.96
31 H -2.82 1.78 -2.26
32 C 0.49 3.99 -2.42
33 H -0.34 -1.55 3.96
34 H 2.51 -6.13 -0.45
35 H 0.99 6.38 -0.08
36 O -1.28 -1.09 2.07
37 H 1.61 2.97 5.50
38 C -3.64 1.23 1.41
39 C 0.61 5.44 -1.96
40 C -2.17 0.95 -2.53
41 H 1.31 0.91 -3.63
42 H 3.99 -4.52 0.79
43 H -2.67 4.60 1.00
44 C -2.82 3.67 0.44
45 O 3.48 -2.74 2.53
46 C 2.66 0.10 -5.08
47 H -5.69 1.74 0.91
48 H 2.24 -0.74 4.10
49 C 3.18 -4.09 0.20
50 H -1.79 -2.10 -2.69
51 H -3.67 0.54 2.26
52 C 0.75 5.38 -0.46
53 C -4.35 3.27 0.17
54 H 1.47 5.92 -2.43
55 O 2.99 2.43 3.00
56 O -0.55 -2.35 -0.50
57 H -4.99 4.14 0.00
58 H 2.56 0.94 -5.77
59 O 3.01 2.97 -2.26
60 H 2.70 -0.78 -5.73
61 H -4.97 2.80 2.14
62 H 0.26 -3.82 1.34
63 H -3.73 -3.59 -3.75
64 H 0.43 -0.14 -4.70
65 O -1.05 -4.79 -0.66
66 O 1.45 -0.61 -1.60
67 H 2.85 5.04 -0.46
68 H 0.30 3.05 3.46
69 H 2.43 -5.80 2.15
70 C -1.29 -1.40 3.45
71 C 2.16 -5.24 0.08
72 C 1.55 0.64 5.57
73 H -3.29 -3.89 0.55
74 O 1.78 -1.79 0.92
75 S 1.90 1.47 3.00
76 H -0.17 5.02 0.00
77 H -4.78 -4.15 -1.41
78 O 1.45 0.79 1.77
79 O -0.89 1.73 0.90
80 O 1.11 1.93 -0.84
81 H -4.49 -2.48 -1.81
82 C 1.64 -5.44 1.50
83 C -4.78 2.25 1.23
84 S -2.13 2.29 1.52
85 C 3.85 0.11 -4.12
86 H -3.19 -4.91 -2.89
87 H 0.24 2.27 6.17
88 C 1.95 4.50 -0.18
89 C -1.86 -3.18 -2.61
90 H -2.16 3.61 -0.43
91 H -0.29 5.99 -2.25
92 H 2.09 4.15 0.84
93 S 1.84 -1.23 -2.85
94 H -2.88 0.35 -3.11
95 H 3.51 -3.64 -0.73
96 H 0.77 -0.09 5.79
97 H 0.90 -6.23 1.58
98 H 4.20 -0.92 -2.16
99 C 0.99 2.08 5.41
100 C 1.40 -0.01 -4.21
101 S -1.45 -3.42 -0.89

---

2.
The following is a quantum chemistry calculation of 10 unconnected molecules or ions with the total composition C40H85N5O5 at a distorted geometry, from the Open Molecules 2025 dataset.

CARTESIAN COORDINATES (ANGSTROEM)
1 H 11.83 11.28 21.50
2 H 13.29 20.67 20.54
3 H 13.12 20.38 18.05
4 H 17.20 16.86 16.11
5 H 8.56 20.22 18.29
6 H 13.01 17.56 9.44
7 C 10.64 14.49 12.51
8 H 12.92 15.86 9.99
9 H 9.26 18.93 21.08
10 C 8.56 20.82 17.38
11 N 9.36 17.24 14.83
12 H 17.30 15.35 19.59
13 H 9.00 14.17 11.24
14 H 16.56 16.93 19.14
15 C 11.94 12.64 13.18
16 H 11.06 20.35 19.44
17 H 9.64 21.09 15.49
18 H 12.03 20.93 15.26
19 C 11.61 15.66 16.32
20 C 12.04 20.46 16.24
21 H 8.11 14.90 19.71
22 H 12.34 12.56 19.34
23 H 11.40 9.06 17.87
24 O 12.04 17.27 11.24
25 H 8.55 14.86 12.80
26 C 11.08 16.54 9.17
27 C 10.09 10.73 17.83
28 H 8.19 15.20 17.31
29 H 12.56 21.16 22.03
30 H 8.64 8.67 16.74
31 C 10.11 18.28 20.80
32 C 12.79 14.33 20.28
33 C 12.82 18.09 13.34
34 H 17.21 14.55 17.31
35 H 7.27 17.98 12.62
36 C 7.99 18.64 13.12
37 C 8.52 13.09 15.67
38 H 9.71 19.52 16.24
39 C 12.33 12.28 21.49
40 H 13.41 16.24 12.29
41 H 10.56 19.72 13.46
42 H 8.43 19.84 11.25
43 H 7.98 13.10 19.52
44 C 7.74 14.08 19.12
45 H 9.27 11.13 17.22
46 C 16.27 16.34 16.42
47 H 15.67 17.26 16.69
48 H 10.90 13.20 22.75
49 H 7.63 20.52 16.88
50 O 10.96 20.95 17.03
51 O 11.31 19.06 21.10
52 H 10.39 17.37 9.24
53 H 7.91 11.12 15.53
54 H 10.70 20.70 11.99
55 C 9.99 20.27 12.68
56 H 9.38 21.07 13.10
57 C 12.32 14.41 16.60
58 H 15.66 15.02 18.04
59 H 10.86 9.56 16.23
60 C 12.40 21.16 20.96
61 H 8.42 11.78 13.97
62 C 9.75 20.60 16.43
63 H 10.26 20.86 20.95
64 C 12.01 13.12 20.23
65 C 16.52 15.37 17.57
66 H 13.31 17.79 17.29
67 H 13.39 12.08 21.62
68 H 11.38 14.33 11.69
69 H 8.48 14.12 15.18
70 H 10.28 17.06 22.56
71 O 7.82 13.24 16.88
72 H 15.81 15.83 15.55
73 H 9.61 12.94 15.87
74 H 8.51 21.90 17.54
75 C 13.31 20.68 17.00
76 H 10.93 13.29 20.11
77 C 11.85 11.32 13.92
78 H 9.37 15.87 11.54
79 C 9.51 8.32 17.30
80 N 9.49 10.77 20.37
81 C 17.15 16.07 18.80
82 C 11.51 16.57 17.53
83 H 12.16 12.51 12.12
84 H 13.57 16.36 18.31
85 H 9.30 16.37 21.20
86 H 12.62 17.66 18.99
87 H 9.51 14.00 17.79
88 H 11.13 16.46 21.11
89 C 8.96 19.28 12.09
90 C 10.21 16.95 21.46
91 C 7.89 11.98 14.89
92 H 6.66 14.01 19.01
93 N 13.54 15.18 20.41
94 H 13.64 18.19 14.07
95 C 9.31 14.87 12.00
96 H 10.88 11.50 17.76
97 C 9.76 10.70 19.24
98 H 12.62 19.12 12.98
99 H 9.09 8.09 18.26
100 H 9.48 18.49 11.55
101 C 10.58 9.39 17.27
102 N 19.41 17.03 17.88
103 H 13.55 21.75 16.99
104 H 10.54 15.67 9.57
105 H 13.99 17.76 11.59
106 H 14.13 20.09 16.51
107 C 12.35 16.82 9.96
108 H 6.83 12.29 14.72
109 H 7.50 19.39 13.72
110 H 11.05 10.78 13.40
111 H 12.48 13.93 22.91
112 H 11.91 17.70 13.80
113 H 11.37 16.30 8.16
114 H 10.98 15.32 13.20
115 C 11.18 20.38 20.55
116 H 9.96 7.45 16.88
117 H 10.83 17.37 17.25
118 C 11.94 13.04 22.77
119 H 10.68 15.46 15.81
120 C 8.40 14.22 17.76
121 C 8.78 17.82 14.04
122 H 11.72 11.41 14.98
123 C 13.17 17.25 12.10
124 H 12.66 13.32 13.68
125 C 12.82 17.17 18.04
126 H 12.36 22.23 20.62
127 H 12.79 10.83 13.73
128 C 18.48 16.57 18.41
129 O 10.65 13.23 13.18
130 H 12.20 16.26 15.61
131 H 9.99 18.18 19.69
132 H 10.98 16.06 18.39
133 H 12.16 12.44 23.63
134 N 12.78 13.36 16.74
135 H 11.90 19.40 15.95

Its SMILES is CCCC#N.CCCC#N.CCCC#N.CCCC#N.CCCC#N.CCOCC.CCOCC.CCOCC.CCOCC.CCOCC.

---

3.
The following is a quantum chemistry calculation of 2 unconnected molecules or ions with the total composition C5H10N2O at a distorted geometry, from the Open Molecules 2025 dataset.

CARTESIAN COORDINATES (ANGSTROEM)
1 H -0.76 2.50 -0.02
2 H 0.65 0.81 3.65
3 C 0.00 -0.14 -2.09
4 C -0.45 0.67 -1.07
5 H 0.41 0.01 -3.08
6 N -0.38 -1.41 -1.73
7 C -0.09 2.09 -0.77
8 C -1.02 -1.33 -0.54
9 H -0.15 2.70 -1.67
10 N -1.05 -0.11 -0.12
11 H 2.15 0.67 1.91
12 H -1.34 -2.25 -0.08
13 H -0.32 -2.15 -2.42
14 H 0.94 2.20 -0.41
15 O 1.86 -0.17 2.26
16 H 0.45 -0.95 3.45
17 H -0.19 0.19 2.23
18 C 0.60 -0.01 2.95

Its SMILES is Cc1c[nH]cn1.CO.

---

| no. | frontier orbital gap (eV) |
| --- | --- |
| 1 | 7.295 |
| 2 | 9.938 |
| 3 | 9.507 |